(1)
ORCA calculation (ωB97M-V with the def2-TZVPD basis set) on C33H34BrO4PRhS2 as an isolated structure at a distorted geometry.

Energy = -5401.01311 Ha
Expectation value of S² = 0.983
2S+1 = 2
Orbital gap (alpha / beta) = 0.1694 / 0.1943 hartree
Net charge = 0
E_LUMO (alpha / beta) = -2.5 / -1.9 eV

Geometry (Å):
Rh1 -0.28 2.02 1.69
Br1 2.16 1.98 1.93
S1 -2.98 1.65 2.76
S2 -1.58 5.10 1.52
P1 -0.38 -0.23 2.63
O1 -4.17 2.36 3.12
O2 -2.57 1.73 1.34
O3 -1.80 1.97 3.59
O4 -0.18 2.31 -0.41
C1 1.06 0.41 -1.04
C2 1.88 -2.34 -4.21
C3 0.00 1.78 -2.73
C4 1.29 -0.72 6.92
C5 1.26 -1.81 6.05
C6 -3.20 -0.07 3.07
C7 0.38 -0.39 4.30
C8 0.24 1.53 -1.32
C9 -1.81 3.63 -2.30
C10 0.32 -3.45 0.16
C11 0.44 0.70 5.17
C12 2.32 -0.87 -4.33
C13 3.83 -0.77 -4.04
C14 0.81 -1.64 4.75
C15 -2.27 -2.27 3.20
C16 1.72 -0.35 -1.92
C17 -4.60 -1.90 3.70
C18 0.89 0.53 6.47
C19 0.69 0.99 -3.65
C20 -1.89 2.21 -4.32
C21 2.43 -2.80 1.10
C22 -2.08 -0.91 2.95
C23 -0.30 -2.41 0.84
C24 1.81 -1.77 1.80
C25 0.43 -1.59 1.70
C26 -0.06 3.91 -4.04
C27 1.56 -0.05 -3.30
C28 -0.66 3.97 1.94
C29 1.69 -3.66 0.30
C30 2.06 -0.40 -5.76
C31 -0.93 2.87 -3.31
C32 -3.51 -2.76 3.57
C33 -4.45 -0.55 3.44
H1 1.64 -0.85 7.94
H2 -1.44 -2.96 3.11
H3 0.13 1.67 4.83
H4 2.10 -2.75 -3.22
H5 -2.53 1.47 -3.82
H6 1.58 -2.79 6.39
H7 -1.37 -2.25 0.72
H8 -5.27 0.15 3.54
H9 1.01 -0.51 -6.04
H10 -0.27 -4.10 -0.48
H11 -2.53 2.98 -4.76
H12 2.17 -4.47 -0.22
H13 -5.57 -2.29 4.00
H14 2.42 -2.95 -4.95
H15 -0.70 4.69 -4.48
H16 0.56 1.21 -4.70
H17 2.36 0.65 -5.90
H18 -2.52 4.24 -2.87
H19 0.81 -2.45 -4.39
H20 -1.36 1.71 -5.13
H21 2.39 -1.11 2.43
H22 0.52 3.45 -4.84
H23 0.94 1.38 7.14
H24 -3.63 -3.82 3.77
H25 3.51 -2.93 1.18
H26 0.64 4.39 -3.34
H27 4.15 0.28 -4.06
H28 0.81 -2.50 4.08
H29 -1.23 4.29 -1.66
H30 4.39 -1.32 -4.80
H31 -2.38 2.96 -1.66
H32 2.66 -1.01 -6.45
H33 4.08 -1.18 -3.06
H34 2.36 -1.17 -1.60

Atom-resolved charges from Löwdin, all expressed in e:
1 Rh 0.572
2 Br 0.117
3 S 0.463
4 S 0.884
5 P 1.048
6 O -0.267
7 O -0.378
8 O -0.418
9 O -0.185
10 C 0.097
11 C -0.048
12 C -0.075
13 C -0.078
14 C -0.072
15 C -0.262
16 C -0.331
17 C -0.354
18 C -0.064
19 C -0.073
20 C -0.091
21 C -0.565
22 C -0.049
23 C -0.091
24 C -0.084
25 C -0.058
26 C -0.059
27 C -0.066
28 C -0.006
29 C -0.053
30 C -0.073
31 C -0.280
32 C -0.097
33 C -0.120
34 C -0.375
35 C -0.047
36 C -0.169
37 C -0.648
38 C -0.088
39 C -0.068
40 C -0.530
41 C -0.056
42 C -0.042
43 H 0.106
44 H 0.104
45 H 0.080
46 H 0.070
47 H 0.094
48 H 0.106
49 H 0.110
50 H 0.119
51 H 0.087
52 H 0.108
53 H 0.082
54 H 0.106
55 H 0.111
56 H 0.083
57 H 0.084
58 H 0.088
59 H 0.088
60 H 0.084
61 H 0.090
62 H 0.072
63 H 0.085
64 H 0.078
65 H 0.109
66 H 0.111
67 H 0.108
68 H 0.091
69 H 0.092
70 H 0.101
71 H 0.065
72 H 0.082
73 H 0.086
74 H 0.084
75 H 0.076
76 H 0.100

---

(2)
ORCA calculation (ωB97M-V with the def2-TZVPD basis set) on an isolated ion of composition C8H15N2O and charge +1 at a distorted geometry.

Energy = -498.15280 Ha
2S+1 = 1
Orbital gap (alpha / beta) = 0.2671 / 0.2674 hartree
Net charge = +1
E_LUMO (alpha / beta) = -4.0 / -4.0 eV

Geometry (Å):
O1 -1.66 -0.03 -1.50
N1 3.25 0.87 -0.45
N2 -0.10 2.03 -1.04
C1 -1.46 -1.19 0.62
C2 -0.05 1.23 1.42
C3 0.34 -1.45 -1.18
C4 2.27 -1.15 0.34
C5 0.06 0.87 0.00
C6 1.28 -2.00 -0.09
C7 -0.78 -0.41 -0.51
C8 2.43 0.08 -0.11
H1 0.32 2.32 1.69
H2 -0.74 1.56 -1.59
H3 3.34 1.85 -0.44
H4 -0.77 -1.43 1.40
H5 0.84 2.18 -1.61
H6 -1.86 -2.21 0.25
H7 -2.26 -0.63 1.07
H8 -1.93 -0.83 -1.93
H9 2.93 -1.49 1.19
H10 -1.07 1.30 1.70
H11 0.47 0.40 2.07
H12 -0.37 2.88 -0.62
H13 -0.16 -2.22 -1.56
H14 0.99 -1.01 -1.99
H15 0.96 -2.93 0.43

Atom-resolved charges from natural (NBO), all expressed in e:
1 O -0.731
2 N -0.567
3 N -0.715
4 C -0.654
5 C -0.691
6 C -0.482
7 C -0.426
8 C -0.032
9 C -0.005
10 C 0.251
11 C 0.503
12 H 0.231
13 H 0.451
14 H 0.410
15 H 0.228
16 H 0.427
17 H 0.226
18 H 0.237
19 H 0.498
20 H 0.279
21 H 0.209
22 H 0.251
23 H 0.428
24 H 0.210
25 H 0.225
26 H 0.240